39
Properties=species:S:1:pos:R:3:forces:R:3 method="wB97M-V/def2-TZVPD" charge=0 e_tot_ev=-52890.3476 orbital_gap_ev=2.110 e_lumo_ev=-3.2861 mol_weight_g_mol=404.29
O 4.267762 3.950875 2.269374 0.7 -1.5 0.7
S 3.233263 3.356305 1.488477 0.0 2.9 -0.2
O 2.568201 4.290660 0.645149 -0.9 -0.6 -0.8
C 3.923497 2.143664 0.321130 1.0 -0.5 -0.8
N 4.348134 0.856272 0.896200 -1.8 0.9 0.2
N 5.550849 0.330273 0.784105 0.9 0.6 -0.5
N 5.623508 -0.797885 1.388029 0.5 -0.3 0.0
N 4.469808 -1.034511 1.904812 -0.9 -0.4 0.5
C 3.635765 -0.011097 1.616292 0.5 -0.8 0.2
C 2.226988 0.039989 2.108798 0.4 -0.7 -0.1
C 1.167366 0.058444 0.996799 -1.3 1.0 0.5
O 1.348646 1.078176 0.037474 0.7 0.1 0.1
C -0.190543 0.331090 1.688227 0.6 -0.9 -0.2
F -1.109000 0.473069 0.790112 -1.0 0.3 -0.7
F -0.511952 -0.680235 2.486321 0.1 -0.2 0.5
F -0.145805 1.458262 2.434824 0.2 0.3 0.1
H 2.288985 2.809865 2.310014 0.4 -0.5 -0.3
H 4.832696 2.622521 -0.074799 -0.2 0.3 0.5
H 3.289528 1.973513 -0.554695 -0.3 0.0 0.6
H 6.333061 0.774810 0.309719 -0.1 0.0 0.0
H 2.125103 0.842954 2.846873 -0.1 0.0 -0.3
H 2.078721 -0.887940 2.679418 0.2 0.2 -0.1
H 1.030582 -0.894172 0.471644 0.4 0.1 0.1
H 0.863761 1.886888 0.266698 -0.2 -0.3 -0.1
C -5.446683 -1.344825 -0.764567 0.1 0.3 0.1
C -4.438383 -2.486907 -0.803686 -0.1 -0.3 0.1
O -4.125654 -2.948663 -2.095262 -0.8 0.3 -0.4
C -3.135404 -2.213348 -2.887728 1.1 -0.2 0.7
O -2.026364 -2.001920 -2.236100 0.2 0.4 -0.2
C -3.716074 -0.905000 -3.514441 -0.6 -0.4 0.2
F -5.008268 -1.065796 -3.921729 0.1 0.2 0.0
F -3.028679 -0.561265 -4.629571 0.1 0.0 0.2
F -3.706762 0.178751 -2.709225 0.2 0.0 -0.2
H -6.236321 -1.494055 -1.501616 0.0 -0.1 0.0
H -5.897550 -1.273480 0.230588 0.0 -0.1 0.0
H -4.973780 -0.386801 -0.967237 0.0 0.0 -0.1
H -4.899914 -3.346064 -0.304486 0.1 -0.1 0.0
H -3.539221 -2.246472 -0.226084 0.1 0.1 -0.2
H -3.069864 -2.875944 -3.779852 -0.1 -0.1 0.0

***

49
Properties=species:S:1:pos:R:3:forces:R:3 method="wB97M-V/def2-TZVPD" charge=-1 e_tot_ev=-106703.1504 orbital_gap_ev=9.196 e_lumo_ev=1.8925 mol_weight_g_mol=630.39
K -0.658019 -0.242332 -0.626829 0.1 -0.3 -0.4
N -2.870110 -2.103546 -0.452796 -0.8 0.6 3.0
S -4.316106 -1.505517 -0.801187 -0.4 0.7 -2.5
O -4.602942 -0.218943 -0.240491 0.3 -0.1 0.2
O -5.358006 -2.457527 -0.912444 -0.4 -0.4 0.3
F -3.969207 -1.202678 -2.325714 0.2 0.2 0.3
S -3.003473 -2.371138 1.176005 1.7 -2.0 -1.1
O -4.302547 -2.618163 1.680033 -0.6 0.3 0.2
O -2.080093 -1.666116 2.018763 0.2 0.5 -0.5
F -2.354439 -3.834433 1.107335 0.1 0.2 0.3
P 1.241087 -2.314215 -3.341977 0.0 -0.3 -0.5
F 0.784739 -3.754714 -2.800248 0.0 -0.1 0.0
F 1.745989 -1.911064 -1.843342 -0.1 0.1 0.1
F 2.704842 -2.912218 -3.706628 -0.1 0.1 0.1
F 1.726560 -0.850365 -3.849785 -0.1 0.1 0.0
F 0.700365 -2.655923 -4.826320 0.2 -0.1 0.1
F -0.248668 -1.728907 -2.992636 0.2 0.4 0.3
C 0.254822 -3.658623 3.013328 0.6 -0.6 0.2
C 0.785594 -2.709198 4.100611 0.0 -0.2 -0.1
O 1.208241 -1.551170 3.366934 0.0 0.0 0.1
C 1.054929 -1.768475 2.047362 -0.6 -0.7 -0.1
O 1.261800 -0.974161 1.186811 0.4 0.7 0.0
O 0.605009 -3.003626 1.797491 -0.2 0.1 0.2
H -0.800723 -3.902712 3.064464 -0.2 0.5 -0.2
H 0.792169 -4.609477 3.025071 0.0 0.1 0.0
H 1.649852 -3.135546 4.609079 0.0 0.1 0.0
H 0.045985 -2.420998 4.842261 -0.1 0.1 -0.1
C 2.772873 3.001000 -2.240915 0.3 -0.2 -0.3
C 2.431915 1.594098 -1.745480 -0.2 0.1 -0.1
O 1.133459 1.379827 -2.304944 -0.3 0.1 0.1
C 0.591993 2.543267 -2.710473 0.4 -0.3 0.4
O -0.546665 2.688985 -3.011556 -0.2 0.1 -0.2
O 1.521388 3.526821 -2.680281 -0.1 0.2 0.0
H 3.459750 2.942661 -3.087254 -0.1 0.1 -0.1
H 3.197565 3.673282 -1.500612 -0.1 -0.1 0.2
H 2.346982 1.525869 -0.661163 0.1 -0.1 0.0
H 3.089838 0.829478 -2.144602 0.0 -0.1 0.1
C -1.712276 4.387705 -0.129959 0.4 -0.6 -0.2
O -0.618806 4.430429 0.814751 -0.2 0.2 0.3
C -0.060057 3.261525 1.058470 0.3 0.1 -0.1
O -0.251294 2.256650 0.417181 -0.1 -0.4 0.0
O 0.774744 3.363325 2.090944 -0.3 0.1 0.0
C 1.333915 2.120750 2.536742 0.1 0.0 0.4
H -2.101412 5.395159 -0.150802 -0.2 0.0 0.0
H -2.434411 3.639179 0.193889 -0.2 0.3 0.1
H -1.348464 4.054182 -1.102129 0.0 0.3 0.0
H 1.828144 1.605369 1.720462 0.1 -0.1 0.1
H 0.576310 1.475672 2.982667 -0.2 0.0 -0.3
H 2.016863 2.386553 3.339911 0.2 0.1 -0.2